1.
{
  "formula": "C21H56ClO25S7",
  "method": "ωB97M-V with the def2-TZVPD basis set",
  "elements": ["Cl", "O", "O", "O", "O", "O", "S", "O", "O", "C", "C", "C", "H", "H", "H", "H", "H", "H", "H", "H", "O", "S", "O", "O", "C", "C", "C", "H", "H", "H", "H", "H", "H", "H", "H", "O", "S", "O", "O", "C", "C", "C", "H", "H", "H", "H", "H", "H", "H", "H", "O", "S", "O", "O", "C", "C", "C", "H", "H", "H", "H", "H", "H", "H", "H", "O", "S", "O", "O", "C", "C", "C", "H", "H", "H", "H", "H", "H", "H", "H", "O", "S", "O", "O", "C", "C", "C", "H", "H", "H", "H", "H", "H", "H", "H", "O", "S", "O", "O", "C", "C", "C", "H", "H", "H", "H", "H", "H", "H", "H"],
  "xyz": [[-0.87999, 0.07181, -0.62647], [-1.80837, -0.17607, -1.70607], [-1.34985, 1.25926, 0.04623], [-0.84642, -1.06801, 0.18351], [0.30501, 0.28456, -1.34443], [0.25005, 2.56527, -5.81955], [1.22013, 1.45974, -6.03800], [1.39805, 0.84671, -7.32775], [2.61016, 1.74351, -5.23616], [3.78412, 1.63821, -6.02930], [5.07519, 2.09880, -5.32108], [0.80035, 0.00170, -4.87705], [3.56666, 2.01357, -7.02926], [3.95248, 0.60056, -6.31748], [4.99403, 3.07497, -4.84297], [5.93225, 2.12674, -5.99397], [5.33823, 1.37072, -4.55373], [1.51284, -0.76678, -5.17688], [-0.22797, -0.30368, -5.07051], [0.86092, 0.18592, -3.80445], [3.48153, 4.11424, -0.63361], [4.19902, 3.09224, -1.38003], [5.11104, 3.44859, -2.47034], [4.99185, 2.15130, -0.22314], [6.01673, 1.22790, -0.72722], [5.99700, 0.01489, 0.23189], [3.05313, 1.69265, -1.85175], [7.00959, 1.66834, -0.63581], [5.81229, 0.97092, -1.76656], [6.75194, -0.67250, -0.14982], [5.00664, -0.40378, 0.41074], [6.21689, 0.41170, 1.22299], [3.64232, 1.04345, -2.49944], [2.19130, 2.01293, -2.43720], [2.81317, 1.13356, -0.94734], [2.02393, -4.90166, 0.23857], [2.83765, -4.21843, -0.77700], [4.22483, -4.64141, -1.01766], [2.07091, -4.18892, -2.20945], [0.61847, -4.15211, -2.19846], [0.28724, -3.19815, -3.35296], [2.82787, -2.42742, -0.35069], [0.12972, -3.63588, -1.37219], [0.18088, -5.14571, -2.29541], [0.81304, -3.43031, -4.27909], [0.55066, -2.16017, -3.14973], [-0.76568, -3.12613, -3.62554], [1.76111, -2.22199, -0.26167], [3.21370, -1.85414, -1.19365], [3.27814, -2.21963, 0.61996], [-0.96206, -3.68814, 4.91170], [-0.39826, -2.37370, 4.58335], [-1.31114, -1.27750, 4.27473], [0.65272, -1.87554, 5.78755], [1.61613, -2.82180, 6.22003], [2.30467, -2.14520, 7.36302], [0.89564, -2.67446, 3.20446], [2.40301, -3.07206, 5.50849], [1.12760, -3.74649, 6.52731], [3.10105, -2.78247, 7.74744], [1.66039, -1.87123, 8.19846], [2.74530, -1.20981, 7.01807], [0.32771, -2.73299, 2.27595], [1.41244, -3.61762, 3.38188], [1.55934, -1.81336, 3.12639], [-5.64851, -0.85782, -1.55045], [-5.84143, -1.39122, -0.21164], [-7.19589, -1.46822, 0.30009], [-5.28978, -2.95854, -0.05830], [-4.01327, -3.21367, -0.63760], [-4.17429, -4.37175, -1.64554], [-4.61194, -0.53126, 0.96921], [-3.20837, -3.45771, 0.05571], [-3.63932, -2.32001, -1.13724], [-4.65702, -3.92008, -2.51218], [-4.71484, -5.22756, -1.24120], [-3.27031, -4.73078, -2.13752], [-4.28401, -1.20565, 1.76025], [-5.05963, 0.39273, 1.33516], [-3.70598, -0.19667, 0.46385], [-3.61053, 5.16879, -3.67922], [-2.44422, 4.43721, -3.16995], [-1.05509, 4.93689, -3.37481], [-2.72398, 4.18476, -1.56817], [-3.82532, 3.41447, -1.12299], [-3.94653, 3.70491, 0.40973], [-2.47909, 2.76794, -3.80538], [-3.74904, 2.34383, -1.31275], [-4.64945, 3.83681, -1.69790], [-3.08646, 3.34094, 0.97178], [-4.84013, 3.15192, 0.69914], [-4.13543, 4.74910, 0.65892], [-1.67758, 2.30377, -3.23073], [-2.31105, 2.82019, -4.88108], [-3.45153, 2.31456, -3.61330], [-3.82942, 0.46003, 4.92350], [-3.42527, 1.73334, 4.31800], [-4.35592, 2.59612, 3.57455], [-2.60844, 2.67490, 5.45201], [-2.14673, 1.89582, 6.57020], [-1.36171, 2.94651, 7.37066], [-1.93155, 1.48172, 3.24604], [-1.51062, 1.05872, 6.28260], [-2.97729, 1.48535, 7.14449], [-2.00985, 3.77325, 7.66137], [-0.50904, 3.33639, 6.81473], [-1.02851, 2.52792, 8.32033], [-1.05437, 1.24842, 3.84954], [-1.72857, 2.39757, 2.69095], [-2.19201, 0.65649, 2.58327]],
  "atomic_forces_ev_per_a": [[-3.9, 1.8, -3.7], [-1.6, -0.6, -0.1], [0.8, -0.4, 1.0], [0.8, -1.8, 2.5], [4.0, 0.6, 0.3], [2.8, -2.3, -0.8], [-3.3, -0.9, 3.7], [0.6, 1.0, 0.2], [-0.5, 0.7, -0.7], [1.5, -0.8, -1.3], [-0.8, 0.2, 0.1], [-0.2, 1.0, -1.1], [0.4, 1.0, 0.2], [-0.2, -0.5, 0.5], [-0.1, -0.1, -0.1], [-0.3, 0.0, -0.3], [-0.1, 0.1, 0.2], [-0.1, 0.0, 0.0], [0.1, 0.0, -0.3], [0.2, 0.6, -0.2], [1.3, -1.5, -1.1], [-0.6, -0.9, 0.7], [-1.2, -0.6, 1.7], [0.3, 1.1, -1.5], [-0.8, -0.3, 1.1], [-0.2, 1.3, -0.2], [0.9, 0.7, -0.4], [-0.2, 0.4, -0.3], [0.0, 0.0, 0.0], [-0.2, -0.3, 0.5], [0.0, -0.3, -0.8], [0.7, -0.1, 0.0], [0.2, 0.1, 0.0], [0.0, 0.3, 0.4], [-0.3, 0.5, -0.1], [1.1, 0.9, -1.8], [1.1, 0.0, 1.2], [-2.6, 0.6, 0.1], [0.5, -0.4, 1.8], [-0.9, 1.6, -1.3], [-0.1, 0.1, -0.9], [-1.0, -1.0, -0.5], [0.7, -0.4, 0.8], [0.4, 0.0, -0.1], [0.1, -0.4, 0.0], [0.2, -0.1, 0.6], [-0.2, -0.4, 0.3], [-0.1, 0.2, 0.0], [0.3, -0.1, 0.2], [0.3, -0.3, -0.3], [1.0, 2.1, -0.2], [0.4, -1.1, -0.8], [2.0, -1.5, 0.8], [-1.8, 0.0, -1.9], [0.2, -0.4, 1.0], [0.5, 0.4, 0.7], [-1.5, 0.6, 0.6], [-0.4, 0.2, -0.6], [-0.1, 0.0, 0.0], [0.1, 0.0, 0.0], [-0.3, -0.3, -0.1], [0.1, 0.0, -0.1], [-0.2, -0.1, 0.1], [-0.2, 0.2, 0.2], [-0.1, -0.1, 0.3], [0.1, -0.8, 1.4], [0.5, -0.1, 0.6], [1.7, 0.2, -0.1], [-0.5, 1.6, 0.0], [1.1, -0.8, -1.2], [0.0, 1.0, -0.7], [-0.6, -0.1, -0.8], [-0.6, 0.0, 0.8], [-0.1, 0.0, -0.3], [-0.8, -0.3, 0.1], [-0.1, 0.2, 0.0], [0.6, 0.0, 0.7], [-0.6, -0.1, 0.0], [-0.4, -0.3, 0.2], [-0.2, -0.4, -0.7], [1.7, -0.7, 0.6], [0.4, 0.6, -0.4], [-3.6, -0.8, 1.1], [2.6, 0.5, -1.6], [-0.7, 1.2, 1.0], [-0.6, -0.7, -1.2], [0.0, 0.6, 0.4], [0.4, 0.0, 0.0], [-0.7, -0.3, 0.4], [-0.1, -0.1, -0.2], [0.1, -0.1, 0.4], [0.2, 0.0, -0.3], [-0.1, -0.5, -0.4], [0.3, 0.0, 0.2], [0.1, 0.0, 0.1], [0.3, 2.3, -0.8], [1.4, 0.4, -1.0], [1.4, -1.5, 1.8], [-1.9, -1.6, -1.1], [0.7, 1.2, 0.8], [-0.3, -0.5, 0.5], [-1.1, 0.0, 0.4], [0.0, 0.0, -0.3], [-0.1, 0.1, -0.1], [-0.1, 0.1, -0.3], [-0.1, -0.1, 0.0], [0.3, -0.2, -0.1], [-0.4, -0.2, 0.1], [-0.4, -0.1, 0.0], [0.2, 0.1, 0.0]],
  "mulliken_charge": [1.172, -0.794, -0.476, -0.398, -0.373, -0.536, 1.017, -0.598, -0.117, -0.457, -1.018, -0.911, 0.475, 0.337, 0.287, 0.429, 0.138, 0.416, 0.524, 0.021, -0.625, 1.103, -0.557, -0.386, 0.056, -1.099, -0.860, 0.339, 0.096, 0.391, 0.159, 0.342, 0.191, 0.442, 0.347, -0.602, 1.190, -0.652, -0.329, 0.025, -0.822, -0.354, 0.055, 0.302, 0.402, -0.110, 0.438, -0.168, 0.257, 0.392, -0.650, 1.012, -0.368, -0.238, -0.047, -1.407, -1.051, 0.241, 0.331, 0.397, 0.330, 0.326, 0.207, 0.481, 0.430, -0.573, 1.170, -0.637, -0.376, 0.443, -1.327, -0.938, 0.198, -0.008, 0.345, 0.317, 0.306, 0.471, 0.504, 0.087, -0.664, 1.120, -0.579, -0.294, -0.066, -1.127, -0.797, 0.100, 0.551, 0.001, 0.365, 0.435, 0.079, 0.475, 0.364, -0.586, 1.114, -0.610, -0.310, 0.112, -1.363, -0.764, 0.145, 0.298, 0.330, 0.311, 0.405, 0.407, 0.428, 0.040],
  "lumo_energy_ev": 1.63,
  "charge": -1
}

2.
{
  "formula": "C3H7N3O2",
  "method": "ωB97M-V with the def2-TZVPD basis set",
  "elements": ["C", "C", "O", "N", "C", "O", "N", "N", "H", "H", "H", "H", "H", "H", "H"],
  "xyz": [[2.58990, 0.20897, 0.09745], [1.19374, -0.22523, -0.07573], [0.83484, -1.40867, -0.14860], [0.32606, 0.82510, -0.20297], [-1.08371, 0.63093, -0.05417], [-1.94042, 1.55920, -0.05090], [-1.46457, -0.67220, -0.03409], [-2.80464, -0.97945, 0.09411], [2.80868, 0.88351, -0.71892], [3.40493, -0.55484, -0.05532], [2.63524, 0.58413, 1.10032], [0.77565, 1.68869, 0.12783], [-0.87736, -1.37911, 0.26189], [-3.27102, -0.24325, 0.62952], [-3.12734, -0.91777, -0.97043]],
  "atomic_forces_ev_per_a": [[1.7, -1.1, -0.9], [-0.7, -3.0, -0.9], [1.5, 1.4, 0.3], [-0.3, 0.4, 1.1], [-2.3, 1.6, -0.5], [2.9, -1.9, 0.1], [-0.9, 2.2, 0.3], [-1.6, 0.0, -3.3], [0.1, 1.0, 0.3], [-1.4, 0.2, 0.5], [0.6, 0.8, 0.4], [-1.1, -0.2, -0.5], [1.5, -1.3, 0.2], [0.0, -0.1, -0.5], [0.0, -0.1, 3.2]],
  "mulliken_charge": [-1.223, 0.845, -0.686, -0.150, 0.428, -0.665, 0.163, -0.910, 0.375, 0.296, 0.328, 0.288, 0.345, 0.292, 0.274],
  "smiles": "CC(=O)NC(=O)NN",
  "lumo_energy_ev": 0.55
}

3.
{
  "formula": "C4H5ClO",
  "method": "ωB97M-V with the def2-TZVPD basis set",
  "elements": ["Cl", "C", "C", "C", "C", "O", "H", "H", "H", "H", "H"],
  "xyz": [[-3.84026, -0.32347, 0.13917], [-2.39926, 0.47942, -0.32001], [-1.19790, -0.21979, -0.30491], [0.48443, -0.24030, -0.58026], [1.34252, -0.35462, 0.59158], [1.03292, -1.44918, -0.23004], [-2.52946, 1.51324, -0.59223], [-1.36096, -1.24389, 0.02895], [0.81106, 0.22752, -1.49675], [2.37017, -0.01374, 0.54162], [0.90185, -0.35450, 1.58044]],
  "atomic_forces_ev_per_a": [[-0.4, -0.1, 0.1], [4.0, -0.9, -0.4], [-0.1, -0.2, 0.0], [-3.9, 1.8, 0.3], [0.3, 0.7, 0.5], [0.1, -1.4, -0.3], [0.0, 0.1, -0.1], [0.0, 0.0, 0.0], [0.1, 0.0, -0.1], [0.0, 0.0, 0.0], [-0.1, -0.1, 0.0]],
  "mulliken_charge": [-0.167, -0.198, -0.501, 0.142, -0.350, -0.385, 0.362, 0.268, 0.350, 0.240, 0.238],
  "smiles": "Cl/C=C/[C@H]1CO1",
  "lumo_energy_ev": 0.96
}

4.
{
  "formula": "C5H10O2",
  "method": "ωB97M-V with the def2-TZVPD basis set",
  "elements": ["O", "C", "C", "C", "C", "O", "C", "H", "H", "H", "H", "H", "H", "H", "H", "H", "H"],
  "xyz": [[2.27121, 0.66173, 0.02047], [1.59339, -0.57404, -0.14394], [0.19988, -0.68816, 0.54842], [-0.32042, 0.69814, 0.95792], [-1.32439, 1.05803, -0.15724], [-1.25160, 0.02197, -1.12593], [-0.90338, -1.14867, -0.41484], [1.95384, 1.27691, -0.65340], [1.48572, -0.79347, -1.21363], [2.27001, -1.31264, 0.29172], [0.26291, -1.36769, 1.40600], [-0.78487, 0.68746, 1.94653], [0.52370, 1.38718, 0.99676], [-1.08576, 1.99420, -0.66974], [-2.34392, 1.13278, 0.24731], [-0.60667, -1.91088, -1.14423], [-1.77378, -1.53402, 0.14614]],
  "atomic_forces_ev_per_a": [[0.0, 0.2, -0.2], [0.0, -0.4, -0.1], [0.0, 0.0, 0.0], [0.0, 0.1, 0.1], [-0.1, 0.3, 0.1], [0.0, 0.0, -0.1], [0.1, -0.2, 0.1], [0.1, -0.1, 0.2], [0.0, 0.0, 0.1], [-0.1, 0.0, -0.1], [0.1, 0.2, -0.1], [0.0, 0.0, -0.2], [-0.3, 0.0, 0.1], [-0.1, -0.1, 0.1], [0.1, 0.0, -0.1], [0.1, 0.1, 0.1], [0.2, 0.1, -0.1]],
  "mulliken_charge": [-0.567, -0.766, 0.489, -0.896, -0.403, -0.408, -0.814, 0.318, 0.306, 0.322, 0.477, 0.290, 0.384, 0.287, 0.290, 0.396, 0.296],
  "smiles": "OC[C@H]1CCOC1",
  "lumo_energy_ev": 0.90
}

5.
{
  "formula": "C6H5ClN4",
  "method": "ωB97M-V with the def2-TZVPD basis set",
  "elements": ["C", "N", "C", "N", "C", "N", "C", "N", "C", "Cl", "C", "H", "H", "H", "H", "H"],
  "xyz": [[0.04883, -2.64843, 0.48325], [0.67842, -1.41709, -0.07394], [1.88772, -1.35869, -0.60339], [2.24928, -0.07603, -0.60124], [1.27432, 0.68302, -0.22343], [1.31245, 2.05899, -0.22836], [0.07007, 2.55910, -0.08131], [-1.09634, 1.88742, 0.03098], [-0.91717, 0.60573, 0.22427], [-2.31927, -0.48585, 0.31400], [0.17263, -0.11326, 0.21882], [-0.68269, -2.80596, -0.21666], [-0.44306, -2.33275, 1.44293], [0.68668, -3.57591, 0.44144], [2.68657, -2.27549, -1.03461], [-0.04502, 3.71162, 0.02746]],
  "atomic_forces_ev_per_a": [[0.8, 0.8, 0.6], [-2.5, -2.1, 1.9], [2.8, 1.0, -0.4], [4.1, -1.7, -2.6], [-0.9, 1.8, 1.4], [-2.3, -0.8, 0.1], [1.1, 2.0, 0.5], [0.8, -0.5, 0.7], [-5.2, -0.3, -0.2], [-0.8, 0.7, 0.1], [6.3, -0.9, -1.9], [-2.4, -1.0, -1.3], [0.9, -1.0, -0.7], [-0.2, 1.4, 0.6], [-3.1, 2.8, 1.7], [0.4, -2.2, -0.6]],
  "mulliken_charge": [-1.016, 0.072, 0.210, -0.677, 0.542, -0.533, -0.087, -0.577, 0.357, -0.216, 0.217, 0.450, 0.320, 0.321, 0.295, 0.323],
  "smiles": "Cn1cnc2ncnc(Cl)c21",
  "lumo_energy_ev": 0.10
}

6.
{
  "formula": "C3H4O3",
  "method": "ωB97M-V with the def2-TZVPD basis set",
  "elements": ["O", "C", "C", "O", "C", "O", "H", "H", "H", "H"],
  "xyz": [[2.29620, -0.45649, 0.72789], [1.09451, -0.41765, 0.77753], [0.30066, 0.33067, -0.25760], [0.10861, -1.00804, -1.02722], [-1.09840, 0.83157, -0.06132], [-2.01496, 0.11927, -0.40119], [0.47271, -1.06188, 1.40907], [0.95237, 1.21702, -0.54840], [-0.82178, -1.36732, -0.93476], [-1.30508, 1.85099, 0.30982]],
  "atomic_forces_ev_per_a": [[-0.6, 0.2, 0.4], [0.4, -0.2, 0.4], [-0.5, -1.4, -0.7], [0.7, 1.7, -0.1], [-0.7, -0.6, 0.0], [-0.3, 0.6, 0.4], [0.1, -0.1, 0.4], [-0.6, -1.6, -1.1], [1.1, 1.5, 0.2], [0.3, -0.1, 0.1]],
  "mulliken_charge": [-0.456, 0.004, 0.126, -0.563, 0.028, -0.496, 0.323, 0.283, 0.382, 0.368],
  "smiles": "O=CC(O)C=O",
  "lumo_energy_ev": -0.09
}

Calculated maximum force, 5.69 3.65 4.32 0.43 6.67 2.05 eV Å⁻¹ (same order as the records).
Calculated energy relative to the best compared isomer or geometry (same formula, charge and spin), 424.8 194.4 225.2 166.2 255.1 268.8 kJ/mol (same order as the records).
Calculated gap between HOMO and LUMO, 9.14 10.25 10.31 10.71 9.80 10.16 eV (same order as the records).